(1)
Molecular formula: C51H50AsBaGeN3O6S2
Method: DFT, wB97M-V/def2-TZVPD

Properties
LUMO ... -0.9 eV

Geometry as XYZ:
```
115
Properties=species:S:1:pos:R:3:forces:R:3
Ba 0.1511 0.3222 -0.4223 0.0 -0.8 -0.6
C -4.4261 -2.4190 2.1888 0.0 0.0 0.0
C -3.5220 -3.4486 2.4362 0.0 0.0 0.0
C -2.1665 -3.2476 2.2581 0.0 0.0 0.0
C -1.7195 -1.9970 1.8412 0.2 -0.1 -0.1
C -2.6151 -0.9739 1.5608 -0.1 0.0 0.0
C -3.9746 -1.1868 1.7461 0.1 0.1 0.0
N -0.3436 -1.7098 1.5972 -0.1 0.1 0.1
N 0.4630 -2.5171 2.0747 -0.1 0.0 0.0
C 1.8230 -2.2775 1.7129 -0.1 0.0 -0.1
C 2.7126 -3.2768 2.0760 0.0 0.0 0.0
C 4.0314 -3.1625 1.6710 0.0 0.0 0.0
C 4.4053 -2.0524 0.9332 0.0 0.0 0.0
C 3.4456 -1.0937 0.6467 -0.1 0.0 0.0
N 2.1726 -1.1926 1.0261 0.2 0.0 0.0
H -5.4867 -2.5920 2.3193 0.0 0.0 0.0
H -3.8829 -4.4192 2.7503 0.0 0.0 0.0
H -1.4542 -4.0444 2.4146 0.0 0.0 0.0
H -2.2703 -0.0066 1.2172 0.0 0.0 0.0
H -4.6726 -0.3902 1.5254 0.0 0.0 0.0
H 2.3464 -4.1252 2.6356 0.0 0.0 0.0
H 4.7501 -3.9317 1.9216 0.0 0.0 0.0
H 5.4176 -1.9186 0.5773 0.0 0.0 0.0
H 3.7104 -0.2097 0.0764 0.0 0.0 0.0
O -2.6998 2.9438 -2.8335 0.0 -0.1 0.0
S -1.9487 2.5593 -1.6718 -0.3 0.1 -0.1
O -2.4294 1.3468 -1.0035 0.2 0.1 0.2
O -0.4981 2.5089 -1.8574 0.2 0.0 0.1
C -2.1747 3.9542 -0.5301 0.0 0.1 0.0
C -3.1287 4.8764 -0.9370 0.0 0.0 0.0
C -3.3365 6.0625 -0.2488 0.0 0.0 0.0
C -2.5707 6.3620 0.8604 0.0 0.0 0.0
C -1.6222 5.4527 1.3010 0.0 0.0 0.0
C -1.4317 4.2532 0.6254 0.0 -0.1 -0.1
S -0.2747 3.1131 1.3451 0.2 0.3 0.4
O 0.9616 3.0041 0.6105 -0.1 0.0 0.0
O -0.0101 3.7726 2.7000 0.0 0.1 0.0
O -0.9489 1.8539 1.5857 0.0 -0.1 -0.1
H -3.6902 4.6554 -1.8328 0.0 0.0 0.0
H -4.0898 6.7567 -0.5976 0.0 0.0 0.0
H -2.7062 7.2946 1.3912 0.0 0.0 0.0
H -1.0360 5.6702 2.1791 0.0 0.0 0.0
C 6.1243 -1.6092 -4.6759 0.0 0.0 0.0
C 5.1782 -2.1725 -3.8304 0.0 0.0 0.0
C 4.2084 -1.3720 -3.2438 0.0 0.0 0.0
C 4.1707 -0.0062 -3.5158 0.0 0.0 0.0
C 5.1163 0.5553 -4.3651 0.0 0.0 0.0
C 6.0929 -0.2471 -4.9403 0.0 0.0 0.0
As 2.7518 1.0101 -2.6591 0.0 0.1 0.0
C 2.9644 2.7951 -3.3641 0.0 0.0 0.0
C 3.9119 3.7388 -3.0011 0.0 0.0 0.0
C 3.8724 5.0026 -3.5748 0.0 0.0 0.0
C 2.8723 5.3172 -4.4873 0.0 0.0 0.0
C 1.9145 4.3783 -4.8386 0.0 0.0 0.0
C 1.9552 3.1034 -4.2837 0.0 0.0 0.0
C 1.0120 2.0051 -4.5726 0.0 0.0 0.0
C -0.1073 2.0803 -5.3894 0.0 0.0 0.0
C -0.9249 0.9688 -5.5402 0.0 0.0 0.0
C -0.6305 -0.2235 -4.8921 0.0 0.0 0.0
C 0.4861 -0.3110 -4.0664 0.0 0.0 -0.1
C 1.2923 0.8045 -3.9125 0.0 0.0 0.0
H 6.8831 -2.2324 -5.1317 0.0 0.0 0.0
H 5.1923 -3.2361 -3.6285 0.0 0.0 0.0
H 3.4676 -1.8194 -2.5870 0.0 0.0 0.0
H 5.0878 1.6149 -4.5875 0.0 0.0 0.0
H 6.8266 0.1936 -5.6033 0.0 0.0 0.0
H 4.6806 3.4976 -2.2762 0.0 0.0 0.0
H 4.6143 5.7434 -3.3055 0.0 0.0 0.0
H 2.8380 6.3062 -4.9264 0.0 0.0 0.0
H 1.1378 4.6404 -5.5457 0.0 0.0 0.0
H -0.3629 3.0070 -5.8874 0.0 0.0 0.0
H -1.8102 1.0390 -6.1589 0.0 0.0 0.0
H -1.2755 -1.0857 -5.0073 0.0 0.0 0.0
H 0.6914 -1.2350 -3.5391 0.0 0.0 0.0
C -1.5368 -0.6983 5.0625 0.0 0.0 0.0
C -0.4440 0.3541 5.1988 0.0 0.0 -0.1
C -1.0154 1.7674 5.2284 0.0 0.0 0.0
C 0.0287 2.8565 5.4906 -0.1 0.0 0.0
Ge 1.2231 3.2086 4.0007 0.0 -0.1 0.0
C 2.2796 1.7360 3.2990 -0.1 0.0 -0.1
C 3.1238 1.1136 4.4144 0.0 0.0 0.0
C 3.9589 -0.0632 3.9257 0.0 0.0 0.0
C 4.7828 -0.7058 5.0320 0.0 0.0 0.0
H -1.1215 -1.7042 4.9888 0.0 0.0 0.0
H -2.1386 -0.5239 4.1683 0.0 0.0 0.0
H -2.2090 -0.6741 5.9231 0.0 0.0 0.0
H 0.2635 0.2567 4.3645 -0.1 0.0 0.1
H 0.1312 0.1759 6.1138 0.0 0.0 0.0
H -1.7767 1.8234 6.0127 0.0 0.0 0.0
H -1.5356 1.9573 4.2849 0.0 0.0 0.0
H 0.6268 2.6101 6.3725 0.0 0.0 0.0
H -0.4602 3.8100 5.7077 0.0 0.0 0.0
H 2.0581 4.4805 4.1906 0.0 0.0 0.0
H 2.9120 2.1196 2.4953 0.0 0.0 0.0
H 1.6142 0.9903 2.8523 0.0 0.0 0.0
H 2.4784 0.7774 5.2340 0.0 0.0 0.0
H 3.7912 1.8709 4.8423 0.0 0.0 0.0
H 4.6170 0.2795 3.1221 0.0 0.0 0.0
H 3.2929 -0.8081 3.4821 0.0 0.0 0.0
H 5.4814 0.0091 5.4720 0.0 0.0 0.0
H 5.3634 -1.5484 4.6538 0.0 0.0 0.0
H 4.1404 -1.0780 5.8331 0.0 0.0 0.0
C 0.1663 -2.3717 -1.3834 0.1 0.2 0.1
C -0.6892 -2.9430 -2.0566 0.0 0.1 0.0
C -1.6708 -3.5389 -2.9171 0.0 0.0 0.0
C -1.4332 -4.7635 -3.5503 0.0 0.0 0.0
C -2.3733 -5.3117 -4.4082 0.0 0.0 0.0
C -3.5702 -4.6517 -4.6533 0.0 0.0 0.0
C -3.8193 -3.4366 -4.0288 0.0 0.0 0.0
C -2.8828 -2.8850 -3.1691 0.0 0.0 0.0
H -0.4976 -5.2745 -3.3630 0.0 0.0 0.0
H -2.1687 -6.2594 -4.8914 0.0 0.0 0.0
H -4.3023 -5.0797 -5.3262 0.0 0.0 0.0
H -4.7489 -2.9125 -4.2142 0.0 0.0 0.0
H -3.0735 -1.9347 -2.6856 0.0 0.0 0.0
```
Forces are in eV/Å.

***

(2)
Molecular formula: C51H50BiCl3I2N8O2S
Method: DFT, wB97M-V/def2-TZVPD

Properties
LUMO ... -0.5 eV

Geometry as XYZ:
```
118
Properties=species:S:1:pos:R:3:forces:R:3
Bi 10.4861 -2.7302 19.2789 -0.5 1.9 -0.2
C 10.5875 -4.6719 14.9829 -0.5 -0.2 -0.9
C 10.8782 -5.3529 16.3209 -0.3 -1.4 0.7
C 9.7960 -5.1659 17.4606 0.1 -0.8 -0.8
N 10.3309 -4.9050 18.7812 -0.5 -0.5 0.5
C 10.3338 -5.8143 19.7718 1.1 -0.3 -1.0
C 10.3123 -7.2091 19.5289 0.0 0.8 -0.7
C 10.5084 -8.3251 20.3126 -1.0 -0.2 -0.6
C 10.7215 -8.4241 21.6666 0.2 0.2 0.2
C 10.8528 -7.3420 22.5395 0.1 -0.2 0.4
C 10.7938 -5.9775 22.2790 -0.2 -0.9 0.6
C 10.6890 -5.2963 21.0743 1.4 3.6 0.4
N 11.0615 -3.9579 21.0826 -0.9 -2.5 -0.4
C 11.6659 -3.3572 22.2449 1.5 -0.4 -0.2
C 12.3338 -2.0126 21.8620 0.1 -0.9 0.8
C 13.3351 -2.1708 20.7232 0.9 -0.3 -1.1
N 12.6646 -2.1944 19.3992 -0.1 0.4 0.0
C 13.2555 -1.6564 18.3224 -0.2 0.1 1.2
C 14.6483 -1.4625 18.3184 1.0 -0.8 0.6
C 15.5185 -0.7937 17.4734 -1.8 0.3 0.0
C 15.1115 0.1129 16.5054 0.6 0.5 -0.2
C 13.8473 0.2779 15.9740 -0.9 -0.1 -0.1
C 12.7134 -0.5501 16.1194 0.2 0.4 0.1
C 12.3965 -1.4229 17.1734 -1.2 -1.7 -1.3
N 11.2668 -2.1929 17.1570 1.3 0.4 0.2
C 10.4473 -2.2817 15.9607 0.1 1.0 -0.3
C 11.0164 -3.2075 14.8463 0.0 1.3 0.7
H 9.4644 -4.8083 14.7887 1.4 0.4 0.1
H 11.1189 -5.1698 14.1339 -0.5 -0.1 0.8
H 11.8529 -5.1161 16.7477 0.1 0.3 -0.2
H 10.9050 -6.4723 16.1679 0.1 1.1 -0.1
H 9.1794 -6.0775 17.4728 0.1 0.3 0.1
H 9.0841 -4.3768 17.2106 0.1 0.2 -0.1
H 10.2570 -7.4227 18.4743 -0.2 -0.2 -0.2
H 10.3646 -9.2656 19.7480 0.4 0.5 0.5
H 10.8024 -9.4465 21.9926 0.1 0.0 0.7
H 11.0927 -7.5777 23.5874 -0.3 0.0 -0.5
H 10.8748 -5.3057 23.1347 0.1 -0.5 -0.1
H 12.5244 -4.0255 22.5639 -1.0 0.4 0.2
H 10.9317 -3.2415 23.0492 0.2 0.2 0.2
H 12.8854 -1.6494 22.7559 -0.5 0.0 -0.5
H 11.5282 -1.3323 21.6202 0.1 0.8 -0.2
H 13.9088 -3.1484 20.8143 -0.5 1.0 0.2
H 14.0991 -1.3331 20.7009 -1.0 -0.8 0.3
H 15.1370 -1.9964 19.1542 -0.2 0.3 -0.7
H 16.5606 -0.8799 17.6595 0.7 0.0 0.3
H 15.8836 0.7920 16.1443 -0.2 -0.1 -0.1
H 13.7154 1.1657 15.3394 0.1 -0.7 -0.1
H 11.9000 -0.4727 15.3790 0.7 0.5 0.5
H 10.2585 -1.2612 15.5422 0.1 -0.7 0.2
H 9.4717 -2.6281 16.2714 -0.4 -0.1 0.0
H 12.1278 -3.0345 14.8855 -0.9 -0.6 -0.2
H 10.6647 -2.7610 13.8960 0.2 -0.6 0.2
I 7.1103 5.6527 18.2539 0.5 -1.0 0.1
C 8.2039 3.8232 18.6007 -1.5 -1.1 -0.2
C 9.5222 3.8493 18.9225 1.4 0.3 -0.3
C 10.2450 2.6390 19.0868 -1.1 0.1 0.8
I 12.1732 2.6618 19.7988 0.8 0.1 0.0
C 9.6203 1.3416 19.1833 0.3 -0.4 -0.8
O 10.2383 0.2127 19.2590 -0.1 0.8 0.3
C 8.1954 1.4131 19.0717 -1.5 0.6 -0.7
C 7.3071 0.2381 19.3916 -0.2 -0.3 0.8
N 7.6290 -0.2758 20.7391 0.3 -0.6 -0.6
C 7.2408 0.4879 21.9031 0.2 0.2 -0.5
C 8.2869 0.4207 22.9972 -0.8 -0.2 0.5
C 9.3110 1.3544 23.1424 0.1 -0.6 0.4
C 10.1082 1.3353 24.2596 0.7 0.6 0.8
C 9.9380 0.3219 25.1792 0.0 -0.6 0.6
C 8.8773 -0.5486 24.9948 -0.1 -0.1 -1.3
N 8.0452 -0.5130 23.9243 0.8 0.3 0.8
C 7.5389 2.5582 18.6420 0.8 1.6 0.7
H 9.9705 4.8521 18.9403 0.4 -0.7 0.2
H 7.4734 -0.5809 18.6792 0.0 0.0 0.2
H 6.2108 0.5026 19.3508 0.9 0.1 -0.3
H 7.3080 -1.2251 20.7971 0.0 -0.3 0.1
H 6.2794 0.1493 22.3418 0.3 0.3 -0.1
H 7.1756 1.5246 21.5794 -0.3 0.2 0.1
H 9.5576 2.0457 22.3997 -0.2 1.1 -1.2
H 10.8245 2.1382 24.5446 -0.4 -0.7 -0.9
H 10.6550 0.1949 25.9984 -0.6 0.1 -0.1
H 8.6772 -1.3503 25.6743 0.0 -0.3 0.5
H 6.4785 2.5876 18.4647 -0.3 -0.4 0.1
Cl 2.8524 1.5402 20.4636 0.0 -0.2 -0.1
C 2.8834 0.1282 21.4562 0.8 -1.2 1.2
C 2.5913 -1.1621 20.9880 -0.8 0.6 1.2
C 2.6700 -2.2479 21.8768 0.6 0.3 -1.0
C 3.2742 -2.1652 23.1371 -0.5 0.5 -0.2
C 3.8389 -3.4799 23.7024 -0.2 -0.2 1.9
C 4.1743 -4.5714 22.6999 -0.7 -1.5 -0.8
N 4.9871 -4.2223 21.5306 0.5 0.2 -1.0
C 4.7441 -4.4806 20.1777 1.3 0.7 -0.1
C 5.7902 -3.9046 19.4720 -1.6 0.0 0.5
N 6.6592 -3.2856 20.3061 -0.6 -0.8 2.0
C 6.1663 -3.5456 21.5449 0.5 0.8 -2.0
O 5.0978 -3.2753 24.3607 -0.1 0.4 -0.3
C 5.2931 -3.6268 25.7151 0.7 0.4 0.9
C 6.3938 -4.6517 25.9856 -0.1 -1.4 -1.2
C 6.1399 -5.9333 26.4788 1.7 1.4 -0.2
Cl 4.6730 -6.5211 27.1009 -0.3 -0.2 0.1
S 7.6090 -6.8950 26.5883 -0.8 0.5 -0.1
C 8.5198 -5.6372 25.8561 0.2 -0.1 0.0
C 7.7832 -4.5500 25.5497 -1.3 0.0 0.7
C 3.3111 -0.8388 23.6875 0.5 -0.9 -1.9
Cl 3.3857 -0.5144 25.3616 0.5 -0.2 0.5
C 3.2508 0.2612 22.8150 -0.2 0.6 0.0
H 2.1719 -1.3098 20.0131 0.0 0.0 -0.4
H 2.2965 -3.2109 21.4957 0.6 0.4 0.2
H 3.1022 -3.9400 24.4394 0.8 0.4 -0.7
H 3.2539 -5.0766 22.3441 0.5 0.4 -0.1
H 4.7263 -5.3604 23.2373 -0.3 0.4 0.1
H 3.9797 -5.0638 19.7282 -0.8 -0.3 0.4
H 5.7844 -3.7501 18.4042 0.4 -0.3 -0.1
H 6.6430 -3.1469 22.4015 0.1 0.1 0.9
H 4.4062 -4.0252 26.2035 -0.4 0.2 -0.2
H 5.5703 -2.6758 26.1978 -0.1 -0.4 0.2
H 9.5842 -5.7423 25.7147 0.0 -0.2 -0.1
H 8.1812 -3.6812 25.0664 0.1 0.4 -0.1
H 3.5137 1.2639 23.2206 -0.5 -0.9 -0.3
```
Forces are in eV/Å.